# C25H21Cl5N4O5S2SiSr

A molecular structure, C25H21Cl5N4O5S2SiSr (the ωB97M-V functional and the def2-TZVPD basis, the Open Molecules 2025 dataset).

Results
Net charge = -2
Relative energy (zero: lowest compared OMol25 entry of this formula, charge and spin) = 163.4 kcal per mole
HOMO = -1.323 eV
F_max = 0.0129 hartree/bohr
E_tot = -4978.14057 a.u.
HOMO-LUMO gap = 5.1 eV

```
64
Properties=species:S:1:pos:R:3:forces:R:3
Sr 0.0819 -0.9654 -0.5540 0.006 0.182 -0.605
O 0.2155 -7.4521 -0.5459 -0.005 0.013 -0.067
C -0.3060 -6.1936 -0.5815 -0.069 0.237 0.268
C -0.3969 -5.4265 0.5967 0.123 -0.111 -0.205
C -0.9845 -4.2016 0.5433 0.162 0.195 0.091
N -1.5532 -3.7708 -0.6345 -0.153 0.034 0.136
C -1.4325 -4.4119 -1.8413 0.168 -0.574 0.288
C -0.7080 -5.6332 -1.7638 -0.179 0.180 -0.260
C 2.0652 -1.3085 -2.8427 -0.332 -0.222 0.288
O 4.4166 -2.6670 -5.0935 -0.231 -0.050 0.089
O 2.9111 -0.6264 -3.1175 0.460 0.323 -0.229
C -0.7083 -3.2553 1.7111 0.162 0.001 -0.096
O -0.4137 -3.7645 2.8102 -0.085 -0.022 -0.021
O -0.6349 -2.0297 1.4320 -0.398 -0.215 0.174
H 0.4464 -7.6603 0.3648 0.023 0.003 0.011
H 0.0768 -5.7306 1.5216 -0.058 0.019 0.010
H -0.5259 -6.1760 -2.6837 -0.006 0.001 -0.009
C -1.6117 4.5275 -2.8337 0.008 -0.004 0.025
Si -0.7774 4.8959 -1.1995 0.003 0.050 -0.002
C 0.0356 6.5958 -1.3713 -0.001 -0.002 0.003
C -2.0308 5.0547 0.1865 0.014 -0.013 -0.016
C 0.5965 3.6828 -0.8013 -0.069 -0.080 0.014
C 1.9165 4.0810 -0.6953 0.012 -0.017 0.001
C 2.9346 3.1587 -0.4451 -0.013 0.044 -0.008
C 2.5711 1.8360 -0.3110 -0.005 -0.084 -0.019
N 1.3099 1.4086 -0.3793 0.058 0.084 -0.119
C 0.3123 2.2954 -0.6266 0.188 -0.076 0.117
S -1.2793 1.6502 -0.7382 -0.036 0.198 0.138
H -2.3632 5.2901 -3.0569 -0.006 0.010 -0.001
H -2.0964 3.5522 -2.8057 -0.006 -0.011 -0.005
H -0.8807 4.5236 -3.6455 0.008 -0.004 -0.006
H -0.7275 7.3436 -1.6033 -0.003 0.004 -0.001
H 0.7729 6.6144 -2.1776 0.002 0.002 -0.002
H 0.5331 6.9054 -0.4484 -0.001 0.003 -0.002
H -2.7651 5.8279 -0.0569 -0.006 0.004 -0.002
H -1.5393 5.3358 1.1213 0.007 0.000 0.004
H -2.5505 4.1104 0.3413 -0.006 -0.009 0.004
H 2.1733 5.1278 -0.8216 0.003 0.006 -0.002
H 3.9730 3.4546 -0.3854 0.006 0.004 -0.002
H 3.3138 1.0601 -0.1457 -0.024 0.018 0.002
C 3.8551 0.6639 2.9401 -0.009 0.059 0.004
N 2.8770 -0.2720 3.4489 0.004 0.129 -0.063
C 2.3263 -0.2570 4.7165 -0.013 -0.040 0.053
C 1.4415 -1.2746 4.7654 -0.010 0.053 0.072
N 1.4608 -1.8931 3.5428 0.074 -0.074 -0.220
C 2.3249 -1.2712 2.7119 0.020 -0.156 0.081
S 2.7420 -1.6528 1.1136 0.003 -0.071 0.024
H 4.3057 1.1849 3.7832 0.000 -0.007 0.001
H 3.3858 1.3862 2.2724 0.008 -0.009 0.002
H 4.6180 0.1226 2.3847 0.001 -0.006 -0.015
H 2.6081 0.4744 5.4522 0.004 -0.010 -0.006
H 0.7936 -1.6008 5.5574 -0.021 -0.012 0.005
H 0.8242 -2.6677 3.2624 -0.103 0.120 0.019
Cl -3.9066 -4.1096 1.2447 -0.005 -0.049 0.023
C -3.7074 -2.8273 0.0876 0.036 0.068 -0.057
C -2.5496 -2.6813 -0.6735 0.178 -0.271 -0.185
C -2.3467 -1.6860 -1.6261 -0.226 0.098 0.416
Cl 2.9457 -3.3763 -4.7323 0.219 0.034 -0.062
C -3.4521 -0.8693 -1.8245 0.341 -0.064 -0.089
Cl -3.3817 0.3362 -3.1022 0.016 0.029 -0.053
C -4.6307 -0.9558 -1.0975 -0.075 -0.046 0.061
Cl -5.9537 0.1254 -1.3754 -0.120 0.095 -0.044
C -4.7501 -1.9320 -0.1109 -0.092 0.107 0.038
Cl -6.2004 -2.0258 0.8362 0.049 -0.100 0.010
```
Forces are in eV/Å.